Molecular formula: C6H13N3O2
Method: DFT, wB97M-V/def2-TZVPD

Last column: Mulliken charge in e.
Element x y z (Å)
C 0.70 -0.61 -1.57  0.44
C 1.85 1.04 -0.01  0.53
C -0.81 -1.27 0.95  -1.50
C -0.07 0.80 2.05  -2.14
C -1.75 0.90 0.14  -1.95
C -0.41 0.19 0.71  1.71
N 1.66 -1.42 -1.78  -0.75
N 0.79 0.18 -0.16  0.06
N -0.46 -0.37 -2.15  -0.24
O 2.97 0.51 -0.53  -0.51
O 1.75 2.19 0.41  -0.59
H -1.23 -1.66 0.06  0.43
H 0.18 -1.99 0.95  0.30
H -1.43 -1.52 1.87  0.35
H 0.16 1.77 1.93  0.63
H 0.72 0.24 2.53  0.43
H -0.89 0.51 2.76  0.48
H -1.50 1.88 -0.48  0.39
H -2.45 0.28 -0.43  0.46
H -2.30 1.13 0.98  0.46
H 2.82 -0.27 -1.00  0.35
H 1.56 -2.01 -2.61  0.21
H -0.82 -0.87 -2.96  0.23
H -1.01 0.36 -1.66  0.26

* energy relative to the best compared isomer or geometry (same formula, charge and spin): 0.9779 eV
* LUMO: 0.462 eV
* SMILES: [H]/N=C(\N)N(C(=O)O)C(C)(C)C
* total charge: 0
* E: -551.13229 Ha

Molecular formula: C6H13N3O4
Method: DFT, wB97M-V/def2-TZVPD

Last column: Mulliken charge in e.
Element x y z (Å)
C -0.97 -0.05 -3.03  -0.24
C -2.88 -0.20 -1.72  1.08
C -3.89 0.84 -1.31  -1.16
C 2.79 -1.01 0.60  -1.57
C 2.03 0.67 2.17  -1.47
C 1.53 -0.37 1.17  0.60
N 0.98 0.26 -0.02  -0.90
N -0.96 0.83 -1.00  -0.73
N -0.24 0.34 -0.08  1.42
O -0.98 0.03 1.10  -0.42
O -2.40 0.15 -2.93  -0.41
O -0.36 0.93 -2.23  -0.31
O -2.57 -1.11 -0.98  -0.71
H -0.57 -0.94 -2.58  0.33
H -0.76 -0.13 -4.15  0.30
H -4.13 1.63 -2.01  0.33
H -3.64 1.28 -0.31  0.23
H -4.78 0.44 -1.03  0.46
H 3.28 -0.28 0.09  0.48
H 3.65 -1.29 1.32  0.33
H 2.81 -1.92 0.01  0.36
H 2.85 1.22 1.78  0.38
H 2.20 0.07 2.98  0.41
H 1.22 1.33 2.23  0.41
H 1.02 -1.25 1.53  0.41
H -1.77 -0.41 0.75  0.40

* energy relative to the best compared isomer or geometry (same formula, charge and spin): 1.2379 eV
* LUMO: 0.766 eV
* total charge: 0
* E: -701.39072 Ha

Molecular formula: C6H13N4
Method: DFT, wB97M-V/def2-TZVPD

Last column: Mulliken charge in e.
Element x y z (Å)
C 2.14 -0.10 1.03  -1.03
C 2.01 -0.41 -0.47  -0.56
C 0.78 0.23 -1.12  -0.79
C -0.60 -0.40 -0.77  0.25
C -0.62 -1.70 0.02  -1.51
N -1.45 0.63 -0.08  0.18
C -2.13 1.65 -0.59  0.09
N -2.70 2.35 0.40  -0.29
N -2.40 1.75 1.52  -0.43
N -1.65 0.73 1.23  0.41
H 2.63 -0.90 1.58  0.30
H 1.16 0.08 1.50  0.21
H 2.72 0.81 1.19  0.35
H 2.88 -0.01 -0.99  0.44
H 2.04 -1.49 -0.65  0.32
H 0.88 0.22 -2.20  0.32
H 0.77 1.28 -0.82  0.36
H -1.16 -0.56 -1.69  0.44
H -1.58 -2.20 -0.09  0.41
H 0.15 -2.36 -0.37  0.38
H -0.42 -1.58 1.08  0.42
H -2.18 1.88 -1.64  0.46
H -1.27 0.10 1.92  0.24

* energy relative to the best compared isomer or geometry (same formula, charge and spin): 2.2990 eV
* LUMO: -4.496 eV
* SMILES: CCC[C@@H](C)n1cnn[nH+]1
* total charge: +1
* E: -455.12600 Ha

Molecular formula: C6H13N4O2
Method: DFT, wB97M-V/def2-TZVPD

Last column: Mulliken charge in e.
Element x y z (Å)
C -0.34 -1.47 -1.46  0.40
C 0.82 -0.69 -0.73  -0.50
C -2.35 -0.27 -1.97  -0.60
C -1.95 1.44 -0.17  -0.54
C -2.71 0.01 -0.49  -0.27
C 0.27 0.38 0.28  0.60
N -1.08 -0.70 -2.24  -0.32
N -0.62 1.23 -0.07  -0.22
N 1.05 0.52 1.34  -0.37
N 3.64 0.05 0.95  -0.88
O -0.23 -2.65 -1.35  -0.54
O -2.13 -1.00 0.26  -0.55
H 1.36 -1.37 -0.06  0.50
H 1.31 -0.05 -1.56  0.30
H -2.97 -1.20 -2.28  0.34
H -2.80 0.59 -2.60  0.38
H -2.10 2.33 -0.77  0.43
H -2.44 1.59 0.84  0.28
H -3.73 0.01 -0.38  0.74
H 2.09 0.40 1.07  0.41
H 0.69 1.29 1.92  0.27
H 3.57 -0.87 0.55  0.27
H 4.10 0.33 1.86  0.25
H 3.98 0.65 0.19  0.28
H -2.61 -1.82 0.57  0.35

* energy relative to the best compared isomer or geometry (same formula, charge and spin): 6.0584 eV
* LUMO (spin up / spin down): -5.964 / -4.926 eV
* total charge: +1
* E: -605.51146 Ha

Molecular formula: C6H13NO
Method: DFT, wB97M-V/def2-TZVPD

Last column: Mulliken charge in e.
Element x y z (Å)
C 1.58 -1.20 0.11  -0.58
O 0.89 -2.39 0.09  -0.48
H 0.21 -2.38 0.79  0.37
H 2.25 -1.13 -0.74  0.38
H 2.04 -0.92 1.07  0.38
H 0.50 -0.31 0.35  -0.09
C -0.13 0.13 -1.86  -1.44
C -1.10 0.21 0.77  0.53
C 0.43 0.56 -0.54  1.06
N -1.03 1.25 1.63  -0.38
C -1.91 -0.86 0.77  -1.24
C 1.12 1.71 -0.34  -1.33
H -1.83 1.47 2.21  0.23
H -0.42 2.01 1.34  0.24
H -0.42 -0.92 -1.85  0.33
H -1.02 0.71 -2.11  0.36
H 0.61 0.27 -2.65  0.43
H -2.70 -0.98 1.51  0.28
H -1.86 -1.61 -0.01  0.30
H 1.63 1.94 0.59  0.42
H 1.18 2.44 -1.13  0.23

* energy relative to the best compared isomer or geometry (same formula, charge and spin): 7.1840 eV
* LUMO: 0.881 eV
* total charge: 0
* E: -366.16989 Ha

Molecular formula: C6H13NO
Method: DFT, wB97M-V/def2-TZVPD

Last column: Mulliken charge in e.
Element x y z (Å)
C -0.13 0.82 -0.12  -0.27
C 0.38 1.59 0.83  -0.31
N 1.44 2.52 0.77  -0.49
C -1.16 -0.25 0.05  -0.57
C -0.69 -1.67 -0.23  -0.41
C 0.50 -2.13 0.13  0.06
C 1.16 -3.39 -0.33  -1.07
H 0.15 0.87 -1.20  0.15
H 0.00 1.48 1.85  0.27
H 1.25 3.33 1.35  0.27
H 1.71 2.81 -0.20  0.27
H -1.80 -0.04 -0.80  0.25
H -1.75 0.03 0.96  0.32
H -1.55 -2.24 -0.57  0.33
H 1.05 -1.45 0.80  0.28
H 1.54 -3.27 -1.35  0.24
H 2.06 -3.63 0.27  0.31
H 0.42 -4.22 -0.46  0.29
H -0.79 2.98 -0.29  0.39
H -2.03 2.94 -1.20  0.31
O -1.76 2.94 -0.27  -0.63

* energy relative to the best compared isomer or geometry (same formula, charge and spin): 2.8289 eV
* LUMO: 0.884 eV
* SMILES: C/C=C/C/C=C/N.O
* total charge: 0
* E: -366.32994 Ha

Molecular formula: C6H13NO
Method: DFT, wB97M-V/def2-TZVPD

Last column: Mulliken charge in e.
Element x y z (Å)
C 2.01 0.45 -0.82  -1.03
C 0.75 0.60 0.10  -0.09
C -0.09 -0.68 0.14  -0.96
C -1.39 -0.59 -0.54  0.72
C -1.58 -1.39 -1.66  -1.31
C -3.31 -0.01 0.73  -0.23
N -2.46 0.25 -0.18  -0.40
H 1.89 -0.46 -1.59  0.32
H 2.17 1.34 -1.50  0.29
H 2.91 0.11 -0.24  0.31
H 1.09 0.85 1.13  -0.07
H 0.10 1.44 -0.09  0.38
H 0.45 -1.54 -0.28  0.44
H -0.05 -1.04 1.22  0.34
H -2.44 -1.56 -2.29  0.31
H -0.87 -1.97 -2.11  0.32
H -4.22 0.58 0.88  0.27
H -3.13 -0.84 1.40  0.25
H 2.24 0.92 2.12  0.44
H 2.91 2.04 1.41  0.33
O 3.01 1.51 2.17  -0.64

* energy relative to the best compared isomer or geometry (same formula, charge and spin): 3.6313 eV
* LUMO: 0.856 eV
* SMILES: C=NC(=C)CCC.O
* total charge: 0
* E: -366.30045 Ha

Molecular formula: C6H13NO
Method: DFT, wB97M-V/def2-TZVPD

Last column: Mulliken charge in e.
Element x y z (Å)
C 0.40 1.41 0.93  -1.64
N -2.29 0.47 0.85  -0.58
C -1.41 0.07 -0.15  0.87
C -0.10 0.46 -0.14  0.65
C 0.88 0.06 -1.13  -0.13
C 2.20 0.37 -1.07  -1.20
C -1.88 -1.04 -1.02  -1.37
H 1.38 1.07 1.28  0.41
H -0.26 1.47 1.79  0.42
H 0.55 2.39 0.50  0.33
H -2.27 1.46 1.10  0.25
H -3.27 0.35 0.60  0.27
H 0.71 -0.74 -1.84  0.09
H 2.82 -0.07 -1.85  0.33
H 2.62 1.33 -0.79  0.28
H -1.79 -2.00 -0.49  0.30
H -1.17 -1.20 -1.83  0.30
H -2.89 -1.01 -1.43  0.42
H 1.11 -1.64 1.27  0.31
H 2.56 -1.87 0.70  0.32
O 2.01 -1.41 1.34  -0.65

* energy relative to the best compared isomer or geometry (same formula, charge and spin): 2.2342 eV
* LUMO: 0.826 eV
* SMILES: C=C/C(C)=C(\C)N.O
* total charge: 0
* E: -366.35180 Ha

Molecular formula: C6H13NO
Method: DFT, wB97M-V/def2-TZVPD

Last column: Mulliken charge in e.
Element x y z (Å)
C 0.27 -1.62 2.13  -1.33
N 1.09 0.65 0.40  -0.41
C -0.22 0.19 0.44  0.72
C -0.60 -0.85 1.19  -0.25
C -1.87 2.27 -2.36  -1.28
C -0.87 1.66 -1.45  -0.09
C -1.19 0.89 -0.41  -0.39
H 0.53 -2.62 1.76  0.29
H -0.22 -1.71 3.10  0.35
H 1.21 -1.12 2.35  0.32
H 1.26 1.56 0.00  0.19
H 1.65 0.44 1.21  0.16
H -1.64 -1.16 1.11  0.29
H -1.68 1.94 -3.38  0.30
H -1.75 3.35 -2.42  0.32
H -2.90 2.06 -2.08  0.33
H 0.16 1.89 -1.71  0.26
H -2.23 0.70 -0.20  0.25
H 1.65 -2.43 0.01  0.31
H 2.85 -1.73 -0.51  0.33
O 2.61 -2.53 0.00  -0.66

* energy relative to the best compared isomer or geometry (same formula, charge and spin): 1.5152 eV
* LUMO: 0.880 eV
* SMILES: C/C=C(N)/C=C/C.O
* total charge: 0
* E: -366.37822 Ha

Molecular formula: C6H13NO
Method: DFT, wB97M-V/def2-TZVPD

Last column: Mulliken charge in e.
Element x y z (Å)
C 0.54 1.29 -2.17  -0.79
N 1.76 0.48 -1.95  -0.38
C 1.60 -0.71 -1.11  -0.88
C -0.92 -1.53 2.81  -0.68
C -1.15 -1.02 1.61  -0.35
C -0.29 -1.21 0.40  -0.34
C 0.82 -0.52 0.17  0.10
H 0.36 1.96 -1.32  0.27
H -0.29 0.61 -2.31  0.31
H 0.77 1.93 -3.01  0.30
H 2.49 1.09 -1.61  0.25
H 2.61 -1.06 -0.88  0.36
H 1.08 -1.42 -1.76  0.33
H -0.15 -2.25 3.02  0.29
H -1.50 -1.17 3.65  0.26
H -1.96 -0.36 1.31  0.35
H -0.67 -2.01 -0.24  0.28
H 1.10 0.25 0.87  0.36
H -1.51 2.22 1.30  0.32
H -2.40 2.94 0.32  0.28
O -1.96 2.09 0.46  -0.62

* energy relative to the best compared isomer or geometry (same formula, charge and spin): 2.7543 eV
* LUMO: 0.672 eV
* SMILES: C=C/C=C/CNC.O
* total charge: 0
* E: -366.33268 Ha

Molecular formula: C6H13NO
Method: DFT, wB97M-V/def2-TZVPD

Last column: Mulliken charge in e.
Element x y z (Å)
C -2.03 0.43 1.29  -1.17
C -1.68 0.27 -0.20  0.44
N -1.12 -1.32 -0.24  -0.72
C -0.31 -0.25 -0.54  0.17
C 0.79 0.34 0.23  0.68
C 1.05 1.74 -0.36  -1.39
C 1.94 -0.65 0.32  -1.50
O -2.19 1.01 -1.08  -0.47
H -1.42 -0.31 1.83  0.40
H -1.76 1.41 1.71  0.27
H -3.05 0.18 1.55  0.36
H -0.33 -2.99 -1.57  -0.22
H -0.56 -3.49 -2.09  0.21
H 0.04 -0.22 -1.61  0.62
H 0.49 0.45 1.29  0.17
H 1.21 1.58 -1.44  0.35
H 1.98 2.03 0.10  0.41
H 0.30 2.52 -0.19  0.32
H 2.83 -0.20 0.76  0.39
H 1.66 -1.56 0.94  0.32
H 2.18 -0.97 -0.69  0.37

* energy relative to the best compared isomer or geometry (same formula, charge and spin): 7.0403 eV
* LUMO: -1.952 eV
* total charge: 0
* E: -366.17518 Ha

Molecular formula: C6H13NO
Method: DFT, wB97M-V/def2-TZVPD

Last column: Mulliken charge in e.
Element x y z (Å)
C 1.52 -1.98 -0.61  -0.77
N 0.56 -1.95 0.52  -0.39
C 0.33 -0.63 1.00  0.93
C -0.75 0.07 0.68  -0.80
C -0.98 1.52 0.95  -0.35
C -0.62 2.40 0.03  -0.83
C 1.48 -0.01 1.74  -1.30
H 1.00 -2.38 -1.48  0.30
H 2.34 -2.66 -0.34  0.27
H 2.06 -1.05 -0.76  0.25
H -0.32 -2.33 0.20  0.32
H -1.57 -0.40 0.15  0.30
H -1.42 1.82 1.90  0.41
H -0.97 3.42 0.08  0.27
H -0.03 2.01 -0.79  0.32
H 2.11 0.58 1.08  0.29
H 1.09 0.65 2.51  0.42
H 2.11 -0.77 2.21  0.38
H -0.95 0.13 -3.54  0.32
H -1.43 1.11 -2.42  0.32
O -1.71 0.61 -3.19  -0.66

* energy relative to the best compared isomer or geometry (same formula, charge and spin): 2.6015 eV
* LUMO: 0.779 eV
* SMILES: C=C/C=C(\C)NC.O
* total charge: 0
* E: -366.33830 Ha